(1)
66
Properties=species:S:1:pos:R:3:mulliken_spin:R:1 method="wB97M-V/def2-TZVPD" homo_lumo_gap_ev="6.7 / 6.8" multiplicity=2 relative_energy_ev=0.000 e_lumo_ev="0.09 / -1.19" charge=0 s_squared=0.76
F 4.8644 -4.5357 0.8335 -0.002
C -2.1202 2.9071 3.5914 0.010
C 3.2140 -3.2392 -0.2597 -0.017
H -3.3992 1.1979 3.8114 0.000
H -3.5132 -1.0924 -2.5542 0.000
H 2.7952 -1.0639 -6.9966 0.000
C -3.1771 -2.5171 -0.9858 0.006
O -0.4660 1.7101 -3.5254 -0.005
C 3.3985 -5.6108 -0.6198 0.002
H -2.8647 3.6156 3.9276 0.001
C -0.8807 -2.9040 -0.3985 0.005
C -1.4282 -1.3495 -2.1538 0.008
F 3.9958 -6.7670 -0.3684 0.000
C 3.8351 -4.4502 -0.0042 -0.007
H -0.6046 4.3938 3.2478 -0.001
H -0.1495 -3.3973 0.2313 0.002
H -1.8980 4.2097 -1.0735 -0.001
S 2.0805 2.6562 -2.3355 0.121
C -0.1745 1.0477 2.7118 -0.001
Cl -1.9269 -1.0084 3.0187 0.003
H 4.1567 -0.0787 -5.1811 0.000
P 0.1111 2.5783 -2.3100 0.006
C 0.0804 2.4248 2.7966 0.024
C 1.6589 -1.4197 -3.3208 -0.038
C -0.8629 3.3449 3.2193 -0.004
Br 3.9158 -1.7343 0.6260 0.005
C -2.4218 1.5632 3.5292 -0.004
P 1.2810 -1.5767 -1.5466 0.168
H -3.8231 4.3041 -2.6715 0.000
H -0.9028 3.1706 -5.7710 0.000
C -1.7653 4.4765 -2.1236 0.003
H -2.9074 2.8058 -2.8798 0.001
H 3.4173 -0.2793 -2.8400 0.004
H -4.2299 -2.7145 -0.8304 0.000
Cl 1.6180 3.0675 2.2963 0.018
C 2.4776 -1.1622 -5.9664 0.000
H -1.1314 -0.6132 -2.8894 0.003
H -0.2828 0.7799 -5.3003 -0.001
C -1.4685 0.6618 3.0936 -0.008
H 0.6558 3.6967 -5.1108 0.003
C 0.8925 -1.9690 -4.3464 0.002
H -2.5352 -3.8519 0.5680 0.000
C 3.2447 -0.6133 -4.9498 0.002
H -0.0158 -2.5086 -4.1164 -0.001
C 2.8311 -0.7326 -3.6320 -0.005
S 0.9885 -0.1429 2.1491 0.192
S -0.7038 1.7730 -0.6594 0.033
C 1.3009 -1.8343 -5.6640 0.000
In 1.6853 0.9594 -0.0263 0.481
H 0.7019 -2.2639 -6.4568 0.000
O -0.4485 4.0527 -2.5373 0.009
C 1.7294 -4.3387 -1.7552 -0.002
H 0.6036 2.7097 -6.5767 0.000
F 1.9141 -6.6629 -2.1023 0.000
C 2.1355 -3.1574 -1.1441 -0.028
C 2.3377 -5.5559 -1.5033 -0.001
H -2.7057 4.1354 -4.0330 0.000
C -2.2275 -3.1587 -0.2040 -0.004
C 0.2160 1.6050 -4.7939 0.026
H 1.2522 1.3244 -4.6029 -0.015
C 0.1342 2.8781 -5.6057 -0.002
C -2.8628 3.8898 -2.9831 -0.001
C -2.7753 -1.6103 -1.9550 -0.005
F 0.7176 -4.3437 -2.6233 0.000
H -1.7353 5.5616 -2.2059 0.000
C -0.4710 -2.0143 -1.3891 0.013

=====

(2)
15
Properties=species:S:1:pos:R:3:mulliken_charge:R:1 method="wB97M-V/def2-TZVPD" homo_lumo_gap_ev=8.3 relative_energy_ev=2.807 e_lumo_ev=0.87 charge=0
H 1.2704 -0.3733 2.0209 0.257
H -0.4561 1.1122 1.2546 0.332
H -1.0764 -0.7300 -1.8312 0.264
H -0.5417 2.8283 -0.3838 0.300
C 1.1053 -1.3449 0.0575 -0.396
N -0.2119 -0.8987 0.5171 -0.358
C 0.8085 -1.2131 1.5005 -0.403
C -0.8457 1.0091 -0.8310 0.396
H 1.1418 -2.3278 -0.4074 0.240
H -0.7811 0.6244 -2.8174 0.215
O -1.0026 2.3421 -1.0779 -0.497
H 1.7473 -0.5866 -0.3882 0.237
C -0.4727 0.5017 0.3554 -0.315
N -1.1623 0.2686 -1.9520 -0.506
H 0.6324 -2.0927 2.1156 0.234

=====

(3)
103
Properties=species:S:1:pos:R:3:mulliken_charge:R:1 method="wB97M-V/def2-TZVPD" homo_lumo_gap_ev=7.7 e_lumo_ev=-3.43 charge=+1
C 1.6355 1.4409 10.1497 -0.279
H 0.7951 -1.2774 -1.2919 0.417
S 1.8918 1.3128 0.0386 0.044
H 0.8990 -0.9899 -3.0416 -0.003
C 2.8449 8.1814 -0.1748 -0.507
H 2.3743 -3.2748 5.4026 0.371
C 1.5570 0.0835 4.8504 -0.383
N -0.3211 -1.5508 -5.6666 -0.412
C 2.0048 -0.7331 9.5965 -0.202
H -6.5684 2.4624 -8.5419 0.353
C 3.3908 -4.3214 6.9723 -0.411
N 1.1454 0.2752 9.7319 -0.475
H -1.6849 -4.9141 -7.0092 0.418
C -5.0836 1.5739 -7.2742 -0.224
C 3.2099 -6.5850 7.0492 -0.243
N 1.3315 -0.9462 4.0320 -0.437
C -0.6449 1.3788 1.4719 -0.322
C -0.0477 -3.9031 -6.0493 -0.584
C 0.3371 -1.7722 4.3564 -0.503
H 5.5563 8.9718 -2.0205 0.354
H 2.3673 -0.8877 -2.0411 0.401
O -0.6688 4.7403 -1.0090 -0.274
H 2.3853 0.7338 4.5841 0.490
C -6.0886 -3.1857 -4.7520 -0.366
H -2.6731 1.7449 -10.1973 0.353
H 3.3140 2.6189 10.7807 0.381
C -0.4664 -1.6079 5.4752 -0.368
C 2.0088 3.1418 0.2007 -0.650
H 1.5818 -1.6739 9.2595 0.436
N 3.7011 -5.4656 7.5744 -0.542
C 2.5904 -4.2392 5.8422 0.042
H -6.3837 -2.1487 -4.8391 0.395
C 2.4017 -6.6126 5.9208 -0.369
C 2.2268 1.7690 -2.9684 -1.105
H -7.1488 -6.3544 -5.2304 0.361
C -1.2994 -3.9731 -6.6400 -0.232
N -3.8421 1.1221 -7.1069 -0.443
H 1.0541 1.1699 6.6351 0.474
H -1.8245 1.8046 -0.3298 0.251
H 3.8040 -3.4212 7.4158 0.418
H 1.6024 6.4858 -0.6438 0.303
C 3.9671 8.8879 -0.5734 -0.267
H 2.0853 1.2743 -3.9330 0.462
H 4.2951 9.7689 -0.0392 0.373
H 2.0327 -7.5548 5.5394 0.366
C 0.8175 0.3303 5.9958 -0.542
C 3.2469 6.7023 -2.0019 -0.247
H -2.0935 -0.7113 -6.2919 0.776
H 4.0083 -1.4873 9.7377 0.407
H 1.3651 -2.5880 -5.1128 0.351
H 0.1891 -2.6217 3.6973 0.537
H 3.4755 -7.5060 7.5558 0.351
H 3.2368 1.5490 -2.6211 0.398
H -7.9458 -3.9980 -5.4711 0.376
H 0.7360 -0.3026 1.2812 0.538
H 3.0586 3.3689 0.0284 0.549
H -0.5752 2.4612 1.5809 0.326
N -0.0680 4.1998 -0.2045 0.305
C -0.2208 -0.5319 6.3120 -0.171
C 3.3618 -0.6291 9.8616 -0.363
N -4.3892 -4.7666 -4.1550 -0.531
N 4.3300 7.3681 -2.3907 -0.531
H 4.9101 0.7125 10.5147 0.379
C -5.5486 2.1110 -8.4654 -0.412
H -2.0145 0.8253 -7.9919 0.391
H 1.7327 3.3911 1.2278 0.544
C 0.3903 -2.6740 -5.5836 -0.141
H -5.7381 1.5041 -6.4124 0.375
C -6.9512 -4.2124 -5.1022 -0.245
H -5.0087 2.5933 -10.4898 0.381
C -1.5226 -1.6322 -6.2390 -0.485
H -0.8103 -0.3723 7.2055 0.474
C 1.2957 -0.6950 -2.0648 -0.698
C 3.8579 0.5909 10.2928 -0.303
H 0.9187 2.2470 10.2631 0.367
C -4.8250 -3.5157 -4.2851 -0.245
H 2.2693 8.4969 0.6857 0.383
H -4.8554 -6.7544 -4.3776 0.367
C -3.0210 1.1982 -8.1517 0.038
H -3.0343 -2.8197 -7.1877 0.422
C 0.7473 0.7860 1.3492 -0.502
C 4.6733 8.4413 -1.6831 -0.294
C 2.9759 1.6496 10.4408 -0.332
C -1.6464 0.9958 0.3766 -1.146
H -1.3094 0.1340 -0.2010 0.258
H 0.5748 -4.7809 -5.9440 0.377
H 2.9787 5.8365 -2.5997 0.425
C 2.0852 -5.4125 5.3055 -0.354
H -1.0001 1.0105 2.4371 0.396
H 1.3392 1.0121 2.2382 0.143
H -4.1212 -2.7373 -4.0088 0.429
C -4.6811 2.1824 -9.5438 -0.157
H 2.0983 2.8424 -3.0837 0.270
C 2.4773 7.0626 -0.9070 0.010
C -6.5125 -5.5198 -4.9701 -0.335
H 1.4566 -5.3941 4.4238 0.364
C -5.2285 -5.7428 -4.4934 -0.203
H -2.6066 0.7366 0.8185 0.399
O 1.2677 3.8520 -0.7389 -0.223
P 0.8954 1.0824 -1.9273 0.176
H -1.2514 -2.3197 5.6906 0.457
C -2.0497 -2.8131 -6.7400 -0.510
C -3.3865 1.7145 -9.3854 -0.630

=====

(4)
20
Properties=species:S:1:pos:R:3:mulliken_charge:R:1 method="wB97M-V/def2-TZVPD" homo_lumo_gap_ev=9.3 relative_energy_ev=1.096 e_lumo_ev=0.79 charge=0
O -1.7756 -1.8094 1.4270 -0.662
C -0.4365 2.9483 -0.2299 -1.226
C 0.6651 0.7534 0.2610 -0.301
H -1.2533 3.2693 -0.8799 0.325
H -2.3869 -1.8244 0.6801 0.332
H 2.6341 -0.6147 -0.6024 0.416
C 2.0696 -1.2164 0.1131 -1.080
H 1.5427 1.2244 0.6694 0.419
H 0.1679 -1.1385 0.9207 0.183
H 2.0124 -2.1637 -0.4361 0.312
H -2.0282 -1.0206 1.9286 0.319
N 0.7190 -0.6737 0.2069 -0.188
H -1.1497 0.8826 -0.6631 0.260
H 0.4529 3.5063 -0.4988 0.322
H 2.6265 -1.4405 0.9981 0.304
H -0.7258 3.2888 0.7673 0.271
O -1.2318 -1.6877 -1.7241 -0.702
H -0.5898 -1.1567 -1.2056 0.432
H -0.9919 -2.5846 -1.4606 0.300
C -0.3209 1.4578 -0.2715 -0.037

=====

(5)
16
Properties=species:S:1:pos:R:3:mulliken_charge:R:1 method="wB97M-V/def2-TZVPD" homo_lumo_gap_ev=9.3 relative_energy_ev=4.008 e_lumo_ev=0.46 charge=0
C 0.3336 -0.0013 -0.4372 0.560
S -2.3495 0.6583 -0.7165 -0.191
S 0.8675 2.1724 0.5293 -0.187
H -0.4709 1.9623 0.9569 0.251
N 2.2944 -0.7237 -0.2726 -0.597
H -2.2210 -0.1901 1.7149 0.320
N 0.9456 1.2206 -1.0000 -0.389
H -0.3553 -0.9805 1.8868 0.286
H 0.6003 1.4594 -2.0527 0.274
N 0.9057 -1.0863 -0.1645 -0.282
N -0.9687 0.3756 0.2236 -0.249
H 3.0094 -1.6872 -0.2161 0.271
C -1.3165 -0.6538 1.3233 -0.783
H 2.5876 -0.3735 -1.3239 0.263
H -1.6769 -1.5770 0.8421 0.311
H -2.1854 -0.5750 -1.2935 0.141

=====

(6)
9
Properties=species:S:1:pos:R:3:mulliken_charge:R:1 method="wB97M-V/def2-TZVPD" homo_lumo_gap_ev=9.6 relative_energy_ev=3.046 e_lumo_ev=0.72 charge=0
H -0.9602 0.1656 -1.3277 0.376
N 2.0589 1.2938 0.2862 0.017
H -1.8584 0.2926 -0.0301 0.301
C -1.2361 -0.4239 -0.4947 -0.716
N 0.9559 -0.3844 0.2139 -0.112
N -0.1586 -0.8936 0.3419 -0.308
H 1.5905 -0.8638 0.7346 0.241
N 1.5080 2.0907 0.8439 -0.086
H -1.9001 -1.2770 -0.5680 0.286

=====

(7)
16
Properties=species:S:1:pos:R:3:mulliken_charge:R:1 method="wB97M-V/def2-TZVPD" homo_lumo_gap_ev=10.7 relative_energy_ev=0.842 e_lumo_ev=0.83 charge=0
H -0.5265 -2.3307 0.9638 0.281
C 0.6346 1.0187 -1.8896 -1.331
C -0.6929 -1.6090 1.7951 0.121
H 1.6084 1.5027 -1.7295 0.367
C -0.0940 0.7715 -0.5828 0.498
H -1.8327 0.0291 -0.1158 0.320
H 0.7753 0.0495 -2.3831 0.354
H 1.6725 0.2831 0.6175 0.339
C 0.6968 -0.1462 0.3588 -0.753
N -0.0526 -0.4267 1.5681 -0.132
O -1.3778 -1.8479 2.7693 -0.569
H 0.8815 -1.1067 -0.1462 0.271
H -0.2591 1.7359 -0.0597 0.223
H 0.0069 1.6495 -2.5286 0.321
O -1.3193 0.1459 -0.9261 -0.527
H -0.1211 0.2811 2.2888 0.216

=====

(8)
36
Properties=species:S:1:pos:R:3:mulliken_charge:R:1 method="wB97M-V/def2-TZVPD" homo_lumo_gap_ev=9.7 relative_energy_ev=0.660 e_lumo_ev=-3.78 charge=+1
O 1.2141 -2.8547 1.0282 -0.695
H -1.3787 0.3019 -3.2782 0.391
H 2.5619 -0.7618 1.5949 0.363
O -1.6645 2.4604 -1.1878 -0.179
O -2.1208 0.5412 2.9038 -0.562
H 1.1872 -2.5426 0.1169 0.365
H 0.4638 0.0397 0.4273 0.223
H 1.6894 -0.9633 2.8398 0.314
H -0.9289 -1.4091 0.8309 0.313
H -3.3545 -0.4107 -0.5753 0.351
H -3.6287 1.0788 -0.5815 0.349
H 3.2471 0.3173 0.5559 0.283
H 1.6016 -1.3954 -1.6047 0.255
H 0.3122 1.8256 1.0030 0.465
O -3.0693 0.4173 -0.1653 -0.318
H -1.7856 3.2059 -0.5260 0.347
O -1.2473 0.0576 -2.3339 -0.292
H 0.3541 -2.7592 1.3690 0.421
H -1.7420 -2.7336 0.8188 0.359
Be -1.4983 0.8352 -0.7890 0.029
O 0.6614 -1.6273 -1.5066 -0.845
H -2.6582 -0.0688 3.3721 0.304
H 2.3930 1.6405 -2.7645 0.309
O 0.4757 2.7642 1.2393 -0.653
H 3.9686 -0.1491 -0.6529 0.302
O -1.2787 -2.0865 1.4151 -0.721
O 1.8226 0.9404 -2.4534 -0.561
H -0.3320 3.0824 1.5159 0.276
H -1.6285 -0.0910 2.4565 0.240
O -0.4391 0.4037 0.3134 -0.470
H 0.6426 -2.5462 -1.8840 0.321
O 2.3891 -0.4191 2.4624 -0.649
H -1.1627 3.0297 -1.7659 0.348
O 3.1301 -0.2454 -0.1809 -0.756
H -0.4771 -0.4914 -2.3225 0.426
H 2.2804 0.6132 -1.6907 0.346

=====

Repeat the sixth record exactly.
9
Properties=species:S:1:pos:R:3:mulliken_charge:R:1 method="wB97M-V/def2-TZVPD" homo_lumo_gap_ev=9.6 relative_energy_ev=3.046 e_lumo_ev=0.72 charge=0
H -0.9602 0.1656 -1.3277 0.376
N 2.0589 1.2938 0.2862 0.017
H -1.8584 0.2926 -0.0301 0.301
C -1.2361 -0.4239 -0.4947 -0.716
N 0.9559 -0.3844 0.2139 -0.112
N -0.1586 -0.8936 0.3419 -0.308
H 1.5905 -0.8638 0.7346 0.241
N 1.5080 2.0907 0.8439 -0.086
H -1.9001 -1.2770 -0.5680 0.286